No. 1
Density functional theory data (ωB97M-V with the def2-TZVPD basis set) for a cluster of 6 separate species, H12O6 in total.

XYZ file:
```
18
Properties=species:S:1:pos:R:3:nbo_charge:R:1
O -3.6258 -0.2427 1.1503 -0.9496
H -4.0772 0.5856 0.9663 0.4691
H -2.7341 -0.0866 0.8274 0.4793
O 3.4002 1.4102 1.3010 -0.9449
H 3.4341 1.0257 0.4192 0.4687
H 3.3085 0.6569 1.8917 0.4726
O -0.1080 -0.1741 -0.4493 -0.9711
H -0.2736 -1.0104 -0.8938 0.4940
H 0.8270 0.0204 -0.5889 0.4933
O -1.8061 -2.6215 -0.1474 -0.9425
H -2.7061 -2.5520 -0.4853 0.4832
H -1.3644 -3.2294 -0.7495 0.4627
O 2.8556 0.0886 -1.4451 -0.9611
H 2.9894 1.0304 -1.6071 0.4801
H 3.3160 -0.3487 -2.1688 0.4885
O -1.4336 1.7818 0.9240 -0.9810
H -0.9706 1.0688 0.4411 0.4942
H -1.0312 2.5971 0.6142 0.4646
```

Results
Maximum force: 0.008 hartree/bohr
SMILES: O.O.O.O.O.O
Total charge: 0
LUMO: 0.03 eV
HOMO level: -10.6530 eV

***

No. 2
Density functional theory data (ωB97M-V with the def2-TZVPD basis set) for a cluster of 6 separate species, H12O6 in total.

XYZ file:
```
18
Properties=species:S:1:pos:R:3:nbo_charge:R:1
O 1.3076 -0.3435 -3.2249 -0.9536
H 0.9156 -0.2695 -2.3219 0.4861
H 1.3996 0.6635 -3.3849 0.4578
O 2.2416 1.5565 0.4551 -0.9816
H 1.3666 0.9285 0.3811 0.5024
H 2.0256 2.3775 -0.0039 0.4584
O -2.2844 -1.1645 2.2551 -0.9285
H -2.6354 -0.8755 1.4151 0.4560
H -1.4484 -0.6345 2.2171 0.4737
O -1.5024 2.1055 1.4371 -0.9651
H -1.8084 2.4935 0.6621 0.4732
H -2.1044 2.2345 2.2251 0.4929
O 0.1686 -0.1865 -0.4189 -0.9457
H -0.2184 -1.0975 -0.3499 0.5019
H -0.6554 0.1685 -0.3639 0.4534
O 0.9936 -2.2835 -0.3539 -0.9631
H 1.6876 -2.7035 0.2351 0.5013
H 0.5516 -2.9695 -0.8609 0.4804
```

Results
Maximum force: 0.099 hartree/bohr
SMILES: O.O.O.O.O.O
Total charge: 0
LUMO: 0.02 eV
HOMO level: -10.4640 eV

***

No. 3
Density functional theory data (ωB97M-V with the def2-TZVPD basis set) for a cluster of 6 separate species, H12O6 in total.

XYZ file:
```
18
Properties=species:S:1:pos:R:3:nbo_charge:R:1
O 0.7583 1.0584 1.8773 -0.9941
H 0.0080 0.4710 2.0807 0.5164
H 1.4187 0.8740 2.5520 0.4743
O 1.6765 -0.8107 -0.8276 -0.9732
H 2.5305 -0.8082 -0.3857 0.4760
H 1.2550 0.0040 -0.5189 0.4984
O 1.0237 2.4211 -0.5677 -0.9738
H 1.9328 2.6525 -0.7733 0.4628
H 1.0319 2.0131 0.3139 0.4973
O -0.7232 -2.3134 -1.1422 -0.9855
H 0.1530 -2.0287 -1.4469 0.5049
H -0.7837 -3.2590 -1.2981 0.4774
O -1.9774 0.6183 -0.9226 -0.9725
H -1.8904 1.2817 -1.6150 0.4857
H -1.6306 -0.1997 -1.2957 0.4905
O -1.5057 -0.5795 1.7082 -0.9784
H -1.3841 -1.4062 1.2167 0.4900
H -1.8931 0.0115 1.0449 0.5036
```

Results
Maximum force: 0.007 hartree/bohr
SMILES: O.O.O.O.O.O
Total charge: 0
LUMO: 0.51 eV
HOMO level: -11.0571 eV

***

No. 4
Density functional theory data (ωB97M-V with the def2-TZVPD basis set) for a cluster of 6 separate species, H12O6 in total.

XYZ file:
```
18
Properties=species:S:1:pos:R:3:nbo_charge:R:1
O 3.3510 0.1387 -0.9751 -0.9663
H 2.4032 -0.0789 -0.9150 0.4973
H 3.4344 0.6784 -1.7674 0.4572
O -1.4177 2.1980 1.7476 -0.9499
H -1.7361 2.8978 2.3291 0.4694
H -1.9071 2.3132 0.9216 0.4807
O 0.5459 -4.0553 -0.4574 -0.9373
H 0.4556 -3.8522 0.4799 0.4637
H 1.4367 -3.7625 -0.6868 0.4743
O 0.5595 -0.2592 -0.3182 -0.9793
H 0.1734 0.4333 0.2363 0.4988
H 0.0805 -1.0582 -0.0723 0.4900
O -1.8582 -1.0353 1.2306 -0.9499
H -1.5421 -1.6149 1.9334 0.4687
H -2.5621 -0.5196 1.6406 0.4820
O -0.7166 2.3931 -1.5006 -0.9504
H -0.4379 3.3042 -1.6472 0.4701
H -0.2623 1.8795 -2.1790 0.4810
```

Results
Maximum force: 0.005 hartree/bohr
SMILES: O.O.O.O.O.O
Total charge: 0
LUMO: 0.39 eV
HOMO level: -10.6800 eV

***

No. 5
Density functional theory data (ωB97M-V with the def2-TZVPD basis set) for a cluster of 6 separate species, H12O6 in total.

XYZ file:
```
18
Properties=species:S:1:pos:R:3:nbo_charge:R:1
H -2.9086 1.7366 0.3034 0.4706
H -1.4168 1.4624 0.0336 0.5091
H 0.9282 1.3960 0.4744 0.5123
H 0.0551 0.4568 1.2584 0.4968
H 3.1942 1.9709 -0.0675 0.4807
H 2.7578 0.4236 -0.4016 0.5100
H 1.4644 -1.3261 0.0497 0.5098
H 2.0965 -1.5293 -1.3534 0.4803
H -2.4175 -0.0989 -0.7282 0.5243
H -2.2708 -1.5786 -1.4671 0.4881
H -0.3384 -2.0324 1.6519 0.4800
H -1.1631 -1.4118 0.4571 0.5170
O -2.2412 1.5842 -0.4860 -0.9705
O 0.0041 1.3979 0.8955 -1.0111
O 2.4747 1.3648 -0.5030 -0.9898
O 2.3301 -1.3146 -0.4044 -0.9758
O -2.2828 -1.1072 -0.6116 -1.0078
O -0.2658 -1.3942 0.8988 -1.0238
```

Results
Maximum force: 0.071 hartree/bohr
SMILES: O.O.O.O.O.O
Total charge: 0
LUMO: 0.51 eV
HOMO level: -11.0142 eV

***

No. 6
Density functional theory data (ωB97M-V with the def2-TZVPD basis set) for a cluster of 6 separate species, H12O6 in total.

XYZ file:
```
18
Properties=species:S:1:pos:R:3:nbo_charge:R:1
H 1.2630 -0.4872 1.7063 0.4565
H 0.6412 0.7395 1.5947 0.4472
H 2.2627 -2.5124 0.5008 0.4662
H 3.7294 -2.0939 0.2732 0.4772
H -1.5292 1.5675 -0.1200 0.4775
H -0.8338 2.5722 0.7973 0.4515
H -2.2534 -1.7617 -0.6180 0.4719
H -2.7024 -1.7874 -2.2146 0.4703
H 4.2210 1.4359 -1.5757 0.4590
H 3.0684 0.7228 -0.8853 0.4810
H -4.3672 0.6299 0.3090 0.4734
H -3.5904 -0.1511 1.2511 0.4530
O 1.4830 0.4346 1.6091 -0.9047
O 2.8114 -1.8234 0.1974 -0.9426
O -1.1015 2.4285 -0.1944 -0.9295
O -2.7965 -1.3115 -1.3671 -0.9442
O 3.2538 1.3046 -1.6312 -0.9404
O -3.5594 0.0933 0.3672 -0.9231
```

Results
Maximum force: 0.091 hartree/bohr
SMILES: O.O.O.O.O.O
Total charge: 0
LUMO: 0.07 eV
HOMO level: -10.7774 eV

***

HOMO level of number 6 (H12O6)? -10.7774 eV

***

Please write out number 5 again, unchanged.
Density functional theory data (ωB97M-V with the def2-TZVPD basis set) for a cluster of 6 separate species, H12O6 in total.

XYZ file:
```
18
Properties=species:S:1:pos:R:3:nbo_charge:R:1
H -2.9086 1.7366 0.3034 0.4706
H -1.4168 1.4624 0.0336 0.5091
H 0.9282 1.3960 0.4744 0.5123
H 0.0551 0.4568 1.2584 0.4968
H 3.1942 1.9709 -0.0675 0.4807
H 2.7578 0.4236 -0.4016 0.5100
H 1.4644 -1.3261 0.0497 0.5098
H 2.0965 -1.5293 -1.3534 0.4803
H -2.4175 -0.0989 -0.7282 0.5243
H -2.2708 -1.5786 -1.4671 0.4881
H -0.3384 -2.0324 1.6519 0.4800
H -1.1631 -1.4118 0.4571 0.5170
O -2.2412 1.5842 -0.4860 -0.9705
O 0.0041 1.3979 0.8955 -1.0111
O 2.4747 1.3648 -0.5030 -0.9898
O 2.3301 -1.3146 -0.4044 -0.9758
O -2.2828 -1.1072 -0.6116 -1.0078
O -0.2658 -1.3942 0.8988 -1.0238
```

Results
Maximum force: 0.071 hartree/bohr
SMILES: O.O.O.O.O.O
Total charge: 0
LUMO: 0.51 eV
HOMO level: -11.0142 eV